1.
C65H99N5O2P2S2SbSiTi | ωB97M-V with the def2-TZVPD basis set

Properties
ΔE to the lowest compared entry with this formula, charge and spin (kJ/mol): 120.53
Kohn-Sham gap (eV): 6.93
Energy (Eh): -5818.55934

Structure (ORCA input):
```
! RIJCOSX wB97M-V def2-TZVPD def2/J DEFGRID3
* xyz 1 1
Ti -0.10 -0.82 0.93
C 3.08 -0.79 2.46
Si 2.38 0.07 0.95
C 3.25 -0.53 -0.62
C 4.49 0.03 -0.96
C 5.12 -0.28 -2.15
C 4.49 -1.09 -3.07
C 3.26 -1.67 -2.76
C 2.67 -1.44 -1.52
P 1.24 -2.37 -0.83
C 2.07 -3.91 -0.17
C 2.69 -3.76 1.22
C 3.51 -5.00 1.56
C 4.78 -5.05 0.67
C 4.54 -4.32 -0.66
C 3.11 -4.53 -1.15
C 0.08 -3.21 -2.03
C 0.69 -3.85 -3.31
C 0.07 -3.29 -4.58
C -1.42 -3.60 -4.61
C -2.10 -3.30 -3.25
C -1.20 -2.44 -2.36
C 2.93 1.88 1.32
C 3.94 1.98 2.30
C 4.23 3.17 2.95
C 3.48 4.30 2.67
C 2.56 4.26 1.64
C 2.33 3.09 0.91
P 1.38 3.07 -0.64
C 0.49 4.70 -0.66
C 1.25 6.06 -0.73
C 0.89 6.86 -1.99
C -0.61 7.16 -2.04
C -1.46 5.92 -1.68
C -0.63 4.64 -1.71
C 2.79 3.15 -1.85
C 4.05 3.95 -1.50
C 5.14 3.69 -2.55
C 4.66 4.01 -3.96
C 3.38 3.24 -4.29
C 2.30 3.55 -3.25
H 4.13 -1.08 2.32
H 2.52 -1.67 2.74
H 3.02 -0.12 3.31
H 4.95 0.74 -0.27
H 6.09 0.15 -2.38
H 4.95 -1.29 -4.03
H 2.79 -2.29 -3.50
H 1.23 -4.60 -0.07
H 1.90 -3.59 1.95
H 3.35 -2.90 1.22
H 2.91 -5.89 1.39
H 3.78 -4.99 2.61
H 5.05 -6.09 0.48
H 5.62 -4.59 1.19
H 5.25 -4.68 -1.42
H 4.73 -3.25 -0.55
H 2.91 -5.60 -1.23
H 3.01 -4.13 -2.16
H -0.23 -4.02 -1.37
H 0.49 -4.93 -3.28
H 1.77 -3.77 -3.35
H 0.56 -3.73 -5.46
H 0.24 -2.21 -4.63
H -1.55 -4.66 -4.85
H -1.91 -3.04 -5.41
H -2.35 -4.22 -2.73
H -3.03 -2.77 -3.42
H -1.72 -2.20 -1.43
H -0.99 -1.50 -2.86
H 4.51 1.10 2.57
H 5.02 3.19 3.70
H 3.64 5.21 3.23
H 2.04 5.17 1.38
H -0.01 4.67 0.32
H 2.33 5.93 -0.66
H 0.96 6.67 0.13
H 1.18 6.31 -2.89
H 1.46 7.79 -2.00
H -0.88 7.53 -3.03
H -0.83 7.97 -1.34
H -2.31 5.83 -2.36
H -1.88 6.03 -0.67
H -0.22 4.48 -2.71
H -1.27 3.77 -1.50
H 3.08 2.10 -1.90
H 4.41 3.69 -0.51
H 3.83 5.02 -1.50
H 5.42 2.63 -2.50
H 6.03 4.28 -2.31
H 5.45 3.79 -4.69
H 4.45 5.09 -4.03
H 3.59 2.16 -4.28
H 3.03 3.50 -5.30
H 1.37 3.04 -3.50
H 2.11 4.62 -3.27
C -4.33 -0.67 -2.79
C -4.84 0.14 -1.59
C -6.25 -0.29 -1.20
Sb -3.38 0.09 0.02
C -4.03 1.83 1.15
C -5.39 1.71 1.84
C -3.98 3.07 0.26
C -4.43 -1.41 1.18
C -4.36 -2.76 0.47
C -3.83 -1.48 2.58
H -4.96 -0.50 -3.67
H -4.37 -1.74 -2.57
H -3.30 -0.42 -3.05
H -4.87 1.20 -1.88
H -6.30 -1.35 -0.94
H -6.93 -0.14 -2.05
H -6.66 0.27 -0.36
H -3.27 1.93 1.92
H -6.21 1.74 1.12
H -5.53 2.57 2.51
H -5.50 0.81 2.44
H -4.74 3.02 -0.53
H -3.01 3.20 -0.23
H -4.18 3.98 0.84
H -5.46 -1.08 1.25
H -3.33 -3.12 0.41
H -4.77 -2.73 -0.54
H -4.94 -3.52 1.03
H -2.80 -1.84 2.56
H -4.39 -2.19 3.21
H -3.84 -0.51 3.08
C -2.71 2.42 -3.80
C -1.47 1.63 -3.53
N -1.08 1.19 -2.36
C 0.12 0.54 -2.59
C 0.45 0.59 -3.90
N -0.57 1.29 -4.50
H -3.28 2.52 -2.88
H -3.34 1.93 -4.55
H -2.47 3.42 -4.16
H 0.69 0.06 -1.81
H 1.30 0.21 -4.45
H -0.63 1.54 -5.47
N -2.98 1.17 8.64
C -2.26 0.53 7.67
C -0.86 0.58 7.66
C -0.14 -0.03 6.66
C -0.82 -0.71 5.64
C -2.21 -0.81 5.66
C -2.93 -0.18 6.65
S 0.10 -1.56 4.44
O 1.48 -1.44 4.81
O -0.47 -2.85 4.21
N -0.15 -0.70 3.02
C -0.38 0.64 2.93
S -0.36 1.92 4.10
C -0.75 3.05 2.84
C -0.86 2.43 1.66
N -0.65 1.07 1.70
H -2.50 1.49 9.46
H -3.96 0.95 8.75
H -0.35 1.11 8.45
H 0.94 0.00 6.65
H -2.72 -1.39 4.90
H -4.01 -0.25 6.66
H -0.90 4.09 3.07
H -1.13 2.88 0.72
C -1.65 -6.08 0.63
C -1.28 -5.23 1.85
C -0.04 -5.82 2.56
C -2.46 -5.19 2.84
C -0.96 -3.87 1.40
C -0.69 -2.74 1.03
H -1.89 -7.10 0.95
H -0.81 -6.14 -0.08
H -2.51 -5.67 0.11
H -0.30 -6.78 3.00
H 0.30 -5.15 3.35
H 0.78 -5.97 1.85
H -2.63 -6.19 3.24
H -3.37 -4.86 2.35
H -2.24 -4.51 3.67
*
```



2.
C10H16Cl2CrN2 | ωB97M-V with the def2-TZVPD basis set

Properties
ΔE to the lowest compared entry with this formula, charge and spin (kJ/mol): 204.10
Kohn-Sham gap (alpha / beta) (eV): 5.98 / 7.00
Energy (Eh): -2464.98396

Structure (ORCA input):
```
! RIJCOSX wB97M-V def2-TZVPD def2/J DEFGRID3
* xyz -1 4
Cr -0.54 0.12 -0.80
Cl -0.77 1.94 0.54
Cl -0.02 -1.98 -1.23
C -1.88 0.31 -1.92
H -1.82 -0.32 -2.82
H -2.16 1.33 -2.15
C 1.75 0.46 -1.18
C 0.79 0.87 -2.04
H 2.04 -0.59 -1.10
C 0.43 2.42 -2.17
H 0.29 0.33 -2.88
C 1.71 3.23 -1.93
H 0.08 2.70 -3.18
H -0.40 2.74 -1.49
C 2.30 2.89 -0.56
H 2.40 2.94 -2.73
H 1.60 4.33 -1.99
C 2.57 1.35 -0.30
H 3.23 3.48 -0.44
H 1.55 3.20 0.20
H 3.65 1.12 -0.45
H 2.37 1.27 0.80
N -1.50 -0.39 2.27
C -1.40 -1.09 3.42
C -0.39 -2.01 3.23
C 0.10 -1.80 1.92
N -0.62 -0.83 1.32
H -2.04 0.46 2.09
H -2.05 -0.92 4.25
H -0.06 -2.76 3.91
H 0.91 -2.31 1.41
*
```



Look up the ΔE to the lowest compared entry with this formula, charge and spin of the first one.
120.53 kJ/mol



ΔE to the lowest compared entry with this formula, charge and spin of number 2 (C10H16Cl2CrN2)?
204.10 kJ/mol



ΔE to the lowest compared entry with this formula, charge and spin of number 1 (C65H99N5O2P2S2SbSiTi)?
120.53 kJ/mol